Below is a cluster of 2 separate species, C2H4F2 in total at a distorted geometry, with properties calculated with ωB97M-V/def2-TZVPD.

XYZ file:
```
8
C2H4F2 ωB97M-V/def2-TZVPD
C 1.06 -0.06 -0.49
C -1.02 -0.18 0.66
F 1.84 0.37 0.56
F -1.41 -1.33 0.09
H 0.94 0.78 -1.06
H 1.20 -1.13 -0.48
H -0.49 -0.26 1.52
H -1.37 0.65 0.23
```

relative energy (zero: lowest compared OMol25 entry of this formula, charge and spin)	104.5	kcal/mol
frontier orbital gap (alpha / beta)	9.01 / 8.90	eV
HOMO energy (alpha / beta)	-8.32 / -8.24	eV
E_LUMO (alpha / beta)	0.693 / 0.654	eV
2S+1	1



Below is an isolated molecule of C7H11B at a distorted geometry, with properties calculated with ωB97M-V/def2-TZVPD.

XYZ file:
```
19
C7H11B ωB97M-V/def2-TZVPD
B 0.32 0.29 -0.12
C -0.23 -1.11 -0.21
C -0.97 1.54 -0.20
C -1.52 -1.38 -0.04
C -2.19 1.05 -0.06
C -2.57 -0.37 0.03
C 3.06 -0.25 -0.15
C 1.80 0.61 0.27
H 0.50 -2.02 -0.09
H -0.78 2.63 -0.25
H -2.01 -2.44 -0.26
H -3.15 1.72 0.07
H -3.47 -0.60 -0.68
H -3.03 -0.52 1.13
H 3.89 0.20 0.55
H 2.87 -1.31 0.11
H 3.44 -0.33 -1.26
H 1.83 0.73 1.29
H 2.20 1.56 -0.11
```

relative energy (zero: lowest compared OMol25 entry of this formula, charge and spin)	28.7	kcal/mol
frontier orbital gap (alpha / beta)	5.99 / 6.65	eV
HOMO energy (alpha / beta)	-5.25 / -9.61	eV
E_LUMO (alpha / beta)	0.741 / -2.955	eV
2S+1	3



Below is an isolated molecule of CH2N4O3 at a distorted geometry, with properties calculated with ωB97M-V/def2-TZVPD.

XYZ file:
```
10
CH2N4O3 ωB97M-V/def2-TZVPD
C -2.21 0.53 0.06
N -3.36 0.48 0.10
N -0.89 0.43 -0.08
N -0.45 -0.88 0.13
N 0.79 -1.16 -0.02
O 1.76 -0.01 -0.14
O 1.27 -2.26 0.10
O -0.31 1.83 0.04
H 2.70 -0.43 -0.24
H 0.70 1.47 0.05
```

relative energy (zero: lowest compared OMol25 entry of this formula, charge and spin)	89.4	kcal/mol
frontier orbital gap (alpha / beta)	7.44 / 8.37	eV
HOMO energy (alpha / beta)	-7.47 / -11.25	eV
E_LUMO (alpha / beta)	-0.029 / -2.878	eV
2S+1	3



Below is an isolated molecule of C7H7Br2ClSi at a distorted geometry, with properties calculated with ωB97M-V/def2-TZVPD.

XYZ file:
```
18
C7H7Br2ClSi ωB97M-V/def2-TZVPD
Cl 1.96 -0.03 2.88
Si 2.57 -0.65 0.91
Br 1.74 -2.78 0.67
Br 4.84 -0.84 0.72
C 1.79 0.62 -0.29
C 0.19 0.44 -0.29
C -0.39 -0.69 -1.17
C -1.91 -1.01 -1.24
C -2.85 -0.10 -0.38
C -2.26 1.06 0.51
C -0.72 1.35 0.59
H 2.23 0.60 -1.35
H 1.98 1.68 0.13
H 0.34 -1.35 -1.77
H -2.28 -1.86 -1.90
H -3.97 -0.33 -0.42
H -2.94 1.71 1.14
H -0.32 2.19 1.27
```

frontier orbital gap	8.84	eV
HOMO energy	-8.87	eV
E_LUMO	-0.031	eV
2S+1	1



Below is the ion C10H13O5 with charge +1 at a distorted geometry, with properties calculated with ωB97M-V/def2-TZVPD.

XYZ file:
```
28
C10H13O5 ωB97M-V/def2-TZVPD
C 0.09 -0.97 0.40
C 0.14 0.96 -0.86
C 0.81 -0.17 -0.73
C -1.35 -1.23 0.11
C -0.98 1.16 0.12
C -1.96 -0.05 0.04
C -1.86 -2.61 0.16
C -1.56 2.56 0.09
C 2.20 -0.51 -1.19
C 2.97 -0.04 -0.14
O -0.39 1.09 1.36
O -3.27 0.21 -0.15
O 3.45 -0.84 0.78
O 3.18 1.35 -0.08
O 0.30 -0.12 1.54
H 0.60 -1.94 0.77
H 0.57 1.84 -1.35
H -1.37 -3.28 0.79
H -2.88 -2.74 0.58
H -1.89 -3.14 -0.82
H -2.20 2.82 -0.86
H -2.18 2.96 0.96
H -0.77 3.37 0.01
H 2.20 0.03 -2.19
H 2.22 -1.63 -1.21
H 3.56 1.97 0.75
H -3.68 -0.63 -0.39
H 4.07 -0.42 1.51
```

relative energy (zero: lowest compared OMol25 entry of this formula, charge and spin)	85.6	kcal/mol
total charge	+1
frontier orbital gap	6.91	eV
HOMO energy	-11.78	eV
E_LUMO	-4.876	eV
2S+1	1



Below is a cluster of 2 separate species, C4H7NOS in total at a distorted geometry, with properties calculated with ωB97M-V/def2-TZVPD.

XYZ file:
```
14
C4H7NOS ωB97M-V/def2-TZVPD
C -1.72 0.53 -1.00
C -0.59 -0.52 -0.72
C 1.11 -0.03 1.14
C 1.52 -1.21 0.39
H 0.25 2.19 0.53
H -2.64 0.14 -0.75
H -1.78 0.68 -2.03
H 1.77 0.75 1.29
H 0.17 -0.06 1.73
H 1.21 -2.10 0.75
H 2.59 -0.92 0.17
N 0.68 -0.12 -0.27
O -0.81 -1.65 -1.04
S -1.75 2.31 -0.19
```

relative energy (zero: lowest compared OMol25 entry of this formula, charge and spin)	128.1	kcal/mol
frontier orbital gap	7.93	eV
HOMO energy	-9.31	eV
E_LUMO	-1.381	eV
2S+1	1



> What is the formula in the third record?

CH2N4O3



> 2S+1 of number 1 (C2H4F2)?

1



> 2S+1 of number 5 (C10H13O5)?

1